Arrangement one

The following is a DFT calculation (the ωB97M-V functional and the def2-TZVPD basis) of one molecule with the formula C5H8N2.

Values from the calculation:
Gap between HOMO and LUMO in eV: 10.868
Net charge: 0
2S+1: 1
Structure (SMILES): C[C@@]1(CC#N)CN1
E_HOMO in eV: -10.01

Bonds (Å) are listed after each position.
Cartesian coordinates (Å):
1 C -0.839 1.130 0.288  C2 1.523, H8 1.096, H9 1.092, H10 1.095
2 C -0.179 -0.193 -0.079  C1 1.523, C3 1.541, C6 1.480, N7 1.462
3 C 1.310 -0.189 -0.476  C2 1.541, C4 1.465, H11 1.096, H12 1.095
4 C 1.964 1.121 -0.441  C3 1.465, N5 1.157
5 N 2.474 2.160 -0.423  C4 1.157
6 C -0.692 -1.361 0.672  C2 1.480, N7 1.459, H13 1.092, H14 1.088
7 N -0.875 -1.274 -0.773  C2 1.462, C6 1.459, H15 1.016
8 H -0.810 1.256 1.376  C1 1.096
9 H -0.337 1.994 -0.153  C1 1.092
10 H -1.892 1.151 -0.009  C1 1.095
11 H 1.401 -0.592 -1.491  C3 1.096
12 H 1.877 -0.864 0.174  C3 1.095
13 H -1.557 -1.172 1.311  C6 1.092
14 H -0.007 -2.120 1.042  C6 1.088
15 H -1.835 -1.048 -1.017  N7 1.016

***

Arrangement two

The following is a DFT calculation (the ωB97M-V functional and the def2-TZVPD basis) of a 2-piece molecular cluster, C5H8N2 overall.

Values from the calculation:
Gap between HOMO and LUMO (spin up / spin down) in eV: 9.497 / 7.873
Net charge: 0
2S+1: 1
E_HOMO (spin up / spin down) in eV: -10.22 / -8.46

Bonds (Å) are listed after each position.
Cartesian coordinates (Å):
1 C -0.577 -0.579 2.236  C3 1.427, N6 1.130
2 C -2.174 -1.123 0.513  C3 1.329, H8 1.026, H9 1.079
3 C -0.941 -0.782 0.872  C1 1.427, C2 1.329, C5 1.478
4 C 1.481 -0.327 0.162  C5 1.449, H10 1.218, H11 1.048, H12 1.164
5 C 0.082 -0.520 -0.163  C3 1.478, C4 1.449, H13 1.137
6 N -0.295 -0.507 3.328  C1 1.130
7 N -0.260 1.926 -0.026  H14 1.030, H15 1.021
8 H -2.437 -1.236 -0.472  C2 1.026
9 H -2.994 -0.846 1.157  C2 1.079
10 H 1.689 0.437 1.087  C4 1.218
11 H 2.040 -1.177 0.413  C4 1.048
12 H 2.159 0.171 -0.643  C4 1.164
13 H -0.413 -0.439 -1.182  C5 1.137
14 H 0.307 2.084 -0.871  N7 1.030
15 H -1.194 1.715 -0.379  N7 1.021

***

Stability, lowest: arrangement two

***

Arrangement one

The following is a DFT calculation (the ωB97M-V functional and the def2-TZVPD basis) of a 2-piece molecular cluster, C5H8N2 overall.

Values from the calculation:
Gap between HOMO and LUMO in eV: 9.162
Net charge: 0
2S+1: 1
E_HOMO in eV: -8.37

Bonds (Å) are listed after each position.
Cartesian coordinates (Å):
1 C -3.091 -0.455 0.267  C3 1.421, N6 1.160
2 C -2.431 1.909 0.385  C3 1.301, H8 1.164, H9 1.117
3 C -2.767 0.827 -0.254  C1 1.421, C2 1.301, H10 1.057
4 C 0.487 0.371 -0.316  N7 1.327, H11 1.169
5 C 1.884 -1.710 -0.149  N7 1.461, H12 1.140, H13 1.212, H14 1.075
6 N -3.668 -1.306 0.802  C1 1.160
7 N 0.801 -0.872 -0.658  C4 1.327, C5 1.461, H15 1.008
8 H -2.503 2.967 -0.093  C2 1.164
9 H -1.961 1.876 1.398  C2 1.117
10 H -3.198 1.018 -1.200  C3 1.057
11 H 1.245 0.708 0.507  C4 1.169
12 H 2.167 -1.283 0.870  C5 1.140
13 H 1.607 -2.847 0.167  C5 1.212
14 H 2.585 -1.841 -0.953  C5 1.075
15 H 0.559 -1.169 -1.590  N7 1.008

***

Arrangement two

The following is a DFT calculation (the ωB97M-V functional and the def2-TZVPD basis) of one molecule with the formula C5H8N2.

Values from the calculation:
Gap between HOMO and LUMO (spin up / spin down) in eV: 8.063 / 6.510
Net charge: 0
2S+1: 1
Structure (SMILES): CC1(C)C=C=NN1
E_HOMO (spin up / spin down) in eV: -8.93 / -7.86

Bonds (Å) are listed after each position.
Cartesian coordinates (Å):
1 C -0.510 1.320 0.137  C2 1.563, H8 1.095, H9 1.097, H10 1.094
2 C 0.039 -0.130 -0.056  C1 1.563, C3 1.534, C4 1.482, N7 1.433
3 C -1.069 -1.160 0.195  C2 1.534, H11 1.094, H12 1.092, H13 1.096
4 C 1.190 -0.146 0.876  C2 1.482, C5 1.378, H14 1.086
5 C 2.388 -0.137 0.193  C4 1.378, N6 1.326
6 N 2.186 -0.232 -1.114  C5 1.326, N7 1.532
7 N 0.671 -0.270 -1.334  C2 1.433, N6 1.532, H15 1.037
8 H -0.850 1.473 1.166  C1 1.095
9 H -1.366 1.469 -0.532  C1 1.097
10 H 0.254 2.067 -0.097  C1 1.094
11 H -1.931 -0.986 -0.455  C3 1.094
12 H -0.694 -2.171 0.022  C3 1.092
13 H -1.407 -1.085 1.235  C3 1.096
14 H 1.047 -0.031 1.947  C4 1.086
15 H 0.088 0.135 -2.091  N7 1.037

***

Arrangement three

The following is a DFT calculation (the ωB97M-V functional and the def2-TZVPD basis) of one molecule with the formula C5H8N2.

Values from the calculation:
Gap between HOMO and LUMO in eV: 10.619
Net charge: 0
2S+1: 1
Structure (SMILES): C[C@H]1[C@@H](C#N)N1C
E_HOMO in eV: -9.73

Bonds (Å) are listed after each position.
Cartesian coordinates (Å):
1 C -1.965 0.189 0.083  C2 1.498, H8 1.093, H9 1.088, H10 1.096
2 C -0.657 -0.329 -0.432  C1 1.498, C3 1.484, N6 1.452, H11 1.082
3 C 0.499 0.521 -0.811  C2 1.484, C4 1.409, N6 1.457, H12 1.090
4 C 0.463 1.905 -0.552  C3 1.409, N5 1.149
5 N 0.464 3.045 -0.411  C4 1.149
6 N 0.457 -0.147 0.483  C2 1.452, C3 1.457, C7 1.512
7 C 1.591 -1.084 0.834  N6 1.512, H13 1.095, H14 1.095, H15 1.118
8 H -1.821 1.107 0.658  C1 1.093
9 H -2.625 0.394 -0.757  C1 1.088
10 H -2.435 -0.564 0.726  C1 1.096
11 H -0.688 -1.225 -1.037  C2 1.082
12 H 1.185 0.269 -1.619  C3 1.090
13 H 1.710 -1.723 -0.047  C7 1.095
14 H 1.333 -1.789 1.632  C7 1.095
15 H 2.491 -0.568 1.251  C7 1.118

***

Stability, lowest: arrangement two